The following is a quantum chemistry calculation of a cluster of 3 separate species, C35H32ClNO7S in total at a distorted geometry, from the Open Molecules 2025 dataset.

Positions of all 77 atoms, in Å:
C 4.052 -1.803 3.398
C 4.322 -0.476 3.481
C 5.584 0.188 2.860
O 6.671 -0.159 3.248
O 5.525 1.166 1.859
C 5.427 0.453 0.589
C 5.378 1.470 -0.634
C 5.547 0.703 -2.021
C 4.599 -0.554 -1.960
C 4.311 -1.237 -3.349
C 3.531 -2.620 -3.153
C 2.203 -2.398 -2.360
C 0.951 -2.326 -3.149
C -0.371 -2.093 -2.532
C -0.492 -1.907 -1.068
C 0.762 -2.011 -0.275
C 2.061 -2.253 -0.904
S 0.532 -1.778 1.533
C -0.734 -0.436 1.549
C -0.709 0.639 2.537
C -1.760 1.696 2.450
C -2.767 1.610 1.380
C -2.801 0.495 0.406
C -3.915 0.484 -0.704
C -5.222 -0.274 -0.193
O -6.077 -0.628 -0.941
Cl -5.347 -0.616 1.597
C -1.764 -0.560 0.485
N -1.768 -1.662 -0.441
H 3.131 -2.257 3.852
H 4.760 -2.530 2.914
H 3.585 0.137 4.070
H 4.503 -0.184 0.658
H 6.349 -0.181 0.416
H 6.259 2.163 -0.464
H 4.444 2.089 -0.582
H 5.332 1.372 -2.901
H 6.614 0.334 -2.018
H 4.991 -1.372 -1.285
H 3.601 -0.183 -1.577
H 5.257 -1.365 -3.949
H 3.631 -0.607 -4.001
H 4.196 -3.421 -2.738
H 3.218 -2.972 -4.182
H 0.976 -2.441 -4.266
H -1.262 -2.065 -3.209
H 2.991 -2.311 -0.285
H 0.070 0.705 3.339
H -1.754 2.543 3.182
H -3.532 2.431 1.315
H -4.163 1.528 -1.053
H -3.595 -0.073 -1.627
H -2.486 -1.568 -1.157
C 1.548 5.323 2.541
C 2.615 6.118 2.557
C 3.967 5.593 2.261
O 4.941 6.317 2.277
C 4.085 4.152 1.943
C 3.015 3.356 1.927
C 1.666 3.881 2.223
O 0.684 3.163 2.208
H 0.552 5.689 2.756
H 2.546 7.174 2.786
H 5.079 3.786 1.729
H 3.085 2.300 1.698
C -11.277 -2.800 -1.330
C -10.532 -3.014 -2.413
C -9.082 -2.708 -2.420
O -8.403 -2.901 -3.409
C -8.494 -2.157 -1.178
C -9.240 -1.943 -0.095
C -10.688 -2.248 -0.087
O -11.369 -2.056 0.900
H -12.337 -3.016 -1.306
H -10.946 -3.417 -3.329
H -7.435 -1.940 -1.200
H -8.826 -1.540 0.821

Properties
**E_HOMO**: -7.962 eV
**LUMO level**: -1.612 eV
**DFT total energy**: -2792.514362 Ha
**Charge**: 0

These are the Mulliken partial charges, in e, on atoms 1 to 6: number 1, C, carries -0.731; number 2, C, carries 0.032; number 3, C, carries 0.505; number 4, O, carries -0.515; number 5, O, carries -0.261; number 6, C, carries -0.364

=====

The following is a quantum chemistry calculation of a structure of composition C19H48B2NO28 at a distorted geometry, from the Open Molecules 2025 dataset.

Positions of all 98 atoms, in Å:
C 0.072 -0.892 4.852
C 0.911 -1.227 3.531
C 0.831 -2.710 3.193
C 1.749 -3.075 2.151
N 1.464 -4.275 1.281
C 2.544 -4.465 0.318
C 2.222 -3.884 -1.134
C 0.877 -3.296 -0.974
C 0.278 -3.849 0.340
C 1.258 -5.430 2.131
C 2.604 -5.947 2.912
C 2.420 -7.061 3.835
H 0.369 0.155 4.888
H 0.496 -1.540 5.624
H -1.005 -0.800 4.592
H 1.879 -0.991 3.986
H 0.542 -0.386 2.766
H -0.241 -2.958 2.870
H 0.871 -3.357 3.979
H 2.712 -3.108 2.558
H 1.691 -2.073 1.466
H 2.671 -5.562 0.243
H 3.305 -4.157 0.810
H 2.228 -4.592 -1.802
H 3.013 -3.254 -0.986
H 0.389 -3.611 -1.857
H 0.934 -2.236 -1.183
H -0.362 -4.757 0.312
H -0.301 -3.150 1.013
H 0.964 -6.304 1.527
H 0.462 -5.349 2.890
H 3.031 -5.048 3.366
H 3.565 -6.217 2.413
H 3.303 -7.238 4.373
H 2.197 -7.789 3.187
H 1.645 -7.136 4.755
O -0.894 1.747 1.936
C -1.243 1.442 0.764
O -1.859 2.296 0.060
B -1.133 2.209 -1.277
O -0.356 0.996 -1.180
C -0.397 0.680 -0.028
O 0.205 -0.297 0.285
O -0.286 3.412 -1.511
C -0.543 3.852 -2.710
O -0.300 5.044 -3.015
C -1.560 3.139 -3.169
O -2.100 2.266 -2.396
O -1.877 3.195 -4.374
O 3.020 -0.293 -2.855
C 1.960 -0.206 -3.394
O 1.266 -1.243 -3.493
B -0.013 -0.755 -3.875
O 0.145 0.739 -3.987
C 1.292 0.972 -3.747
O 1.771 2.140 -3.879
O -1.081 -1.151 -2.969
C -1.749 -2.092 -3.606
O -2.695 -2.723 -3.003
C -1.265 -2.340 -4.935
O -0.413 -1.356 -5.154
O -1.382 -3.323 -5.521
O -4.999 2.075 -2.165
H -5.243 1.242 -2.602
H -4.128 2.013 -2.066
O 0.593 5.332 0.409
H 0.393 4.571 -0.118
H 1.410 5.010 0.712
O -4.313 2.059 2.498
H -4.420 1.212 1.977
H -3.594 1.807 3.192
O 1.731 2.022 4.216
H 2.755 2.355 3.971
H 1.141 2.603 3.758
O -2.450 4.390 2.685
H -3.103 4.793 3.226
H -2.891 3.622 2.220
O -1.118 4.524 -6.616
H -1.270 5.337 -6.255
H -1.359 4.057 -5.817
O -2.354 1.272 4.378
H -1.605 1.375 3.692
H -1.925 1.872 5.018
O -0.016 4.393 3.867
H -0.321 4.260 4.927
H -0.892 4.301 3.291
O 1.168 7.063 -1.766
H 0.979 6.342 -2.270
H 0.943 6.729 -0.881
O -3.187 0.847 -5.321
H -3.630 0.434 -4.616
H -2.856 1.615 -5.031
O 2.850 -0.288 -0.171
H 3.091 -0.492 -1.009
H 2.094 -0.738 0.170
O -0.886 6.994 -5.169
H -0.995 6.766 -4.338
H -1.691 7.449 -5.187

Properties
**E_HOMO**: -7.286 eV
**LUMO level**: 1.106 eV
**DFT total energy**: -2964.076251 Ha
**Charge**: -1

These are the Mulliken partial charges, in e, on atoms 1 to 6: number 1, C, carries -1.297; number 2, C, carries -0.214; number 3, C, carries -0.634; number 4, C, carries -0.437; number 5, N, carries 0.757; number 6, C, carries -1.375

=====

The following is a quantum chemistry calculation of the molecule C8H15P at a distorted geometry, from the Open Molecules 2025 dataset.

Positions of all 24 atoms, in Å:
C 4.066 0.354 0.367
C 2.950 -0.446 0.285
C 0.829 -1.387 -0.419
C 1.826 -0.288 -0.469
C -1.469 0.505 -1.391
C -3.227 0.083 0.557
C -0.888 0.848 0.913
C -1.780 -0.055 0.060
P -0.993 -1.772 0.316
H 4.979 0.237 1.033
H 4.069 1.270 -0.347
H 3.130 -1.388 0.938
H 0.479 -1.633 -1.382
H 1.209 -2.374 -0.241
H 1.679 0.641 -0.996
H -0.463 0.554 -1.467
H -2.003 -0.192 -2.057
H -1.776 1.445 -1.388
H -3.414 1.070 0.572
H -3.140 -0.429 1.607
H -4.075 -0.481 -0.094
H -0.835 0.466 1.864
H 0.130 1.115 0.573
H -1.284 1.856 1.168

Properties
**E_HOMO (spin up / spin down)**: -7.394 / -7.866 eV
**LUMO level (spin up / spin down)**: -0.609 / -0.424 eV
**DFT total energy**: -654.965952 Ha
**Charge**: 0

These are the natural (NBO) partial charges, in e, on atoms 1 to 6: number 1, C, carries -0.341; number 2, C, carries -0.276; number 3, C, carries -0.746; number 4, C, carries -0.169; number 5, C, carries -0.594; number 6, C, carries -0.600

=====

The following is a quantum chemistry calculation of a cluster of 2 separate species, C2H5Cl2N2 in total at a distorted geometry, from the Open Molecules 2025 dataset.

Positions of all 11 atoms, in Å:
C -0.053 0.162 0.230
C -3.722 0.207 -0.153
N 1.202 -0.241 0.270
N -0.878 -0.310 -0.649
Cl -4.694 1.417 -0.578
Cl -4.355 -1.147 0.580
H -0.385 0.956 0.901
H 1.993 0.185 0.845
H 1.282 -0.946 -0.466
H -1.956 -0.054 -0.464
H -0.718 -1.017 -1.335

Properties
**2S+1**: 3
**⟨S²⟩**: 2.01
**E_HOMO (spin up / spin down)**: -11.823 / -15.113 eV
**LUMO level (spin up / spin down)**: -3.571 / -6.233 eV
**DFT total energy**: -1108.710131 Ha
**Charge**: +1

These are the natural (NBO) partial charges, in e, on atoms 1 to 6: number 1, C, carries 0.394; number 2, C, carries -0.302; number 3, N, carries -0.721; number 4, N, carries -0.715; number 5, Cl, carries 0.215; number 6, Cl, carries 0.151